(1)
# C34H72F8N6O8S4

C34H72F8N6O8S4 as an isolated structure in a non-equilibrium geometry (ωB97M-V/def2-TZVPD, the Open Molecules 2025 dataset).

* DFT total energy: -126810.3742 eV
* ΔE to the lowest compared entry with this formula, charge and spin: 0.000 eV
* E_HOMO: -13.27 eV
* net charge: +2

CARTESIAN COORDINATES (ANGSTROEM)
C: 5.86 1.24 0.22
H: -5.29 -9.16 -4.00
H: 2.57 2.39 7.15
H: 1.37 1.19 4.66
H: -1.59 -6.63 -3.27
C: -0.82 1.35 4.79
H: -1.74 3.37 4.00
F: 5.73 -1.62 5.49
H: -5.77 4.29 -7.75
H: 0.56 3.70 4.39
H: 3.02 0.38 0.09
F: 2.35 -3.27 2.16
H: 1.71 4.59 7.87
H: -4.14 -4.93 -4.53
S: 3.18 -1.14 3.41
C: 5.24 -0.61 -2.27
C: 2.29 4.47 6.95
H: -1.13 -4.88 -2.73
N: -4.04 3.51 -3.52
S: -0.66 -0.85 -1.91
C: -1.85 4.08 -2.50
H: -2.95 5.36 -3.83
H: 0.74 2.07 8.28
O: 0.33 -1.64 -2.55
S: -0.82 0.51 -4.35
N: 0.79 2.61 6.20
C: 2.18 3.08 6.41
H: -1.55 -6.14 -1.58
H: 2.62 -2.19 -2.46
C: -3.73 2.36 -2.49
H: -5.84 3.90 -2.53
H: 4.72 -2.60 -0.19
C: -4.97 4.48 -2.92
C: -5.36 3.93 -5.66
C: -2.73 4.28 -3.75
H: -5.21 2.02 -4.58
O: 3.07 0.32 7.03
C: 3.60 -2.51 -2.10
C: 3.83 4.81 7.27
H: -6.88 3.26 -7.11
H: -3.12 -2.61 -4.93
F: 4.72 -2.15 7.37
H: 6.25 1.55 -0.70
C: -2.94 -3.18 -3.99
F: 0.07 0.06 -0.79
C: -4.13 -7.44 -3.38
C: 3.36 0.30 -0.96
H: 5.50 -2.46 -3.30
O: -1.70 -1.43 -1.19
F: 3.41 -3.62 4.00
C: 0.13 2.48 7.53
H: 1.99 5.31 6.28
H: -4.92 -2.93 -3.01
H: 0.71 0.46 6.08
O: -1.85 1.37 -4.91
H: -0.75 1.91 7.32
O: 0.50 0.91 -4.56
H: -4.43 4.92 -2.09
F: -0.91 -0.83 -5.20
H: 3.61 -3.59 -2.14
C: 4.63 -1.78 -3.10
H: 4.43 4.55 6.40
H: -6.34 -7.79 -3.49
C: 6.73 1.50 1.43
H: -4.72 4.88 -5.73
H: -0.69 1.21 3.68
H: 4.28 -1.52 -4.08
H: -2.52 -5.20 -4.86
H: -2.03 2.36 -1.12
C: 4.05 -1.97 -0.75
H: -3.29 -8.09 -3.22
H: 4.21 4.23 8.12
N: 3.09 -0.73 4.84
H: 2.71 -0.19 -1.61
H: -3.19 3.53 -0.71
C: 5.20 -1.18 6.62
O: 4.77 1.11 5.34
H: -3.27 1.58 -3.16
C: 5.44 -0.20 0.21
H: -2.23 3.97 -4.59
H: -5.24 2.72 -7.46
H: -2.08 2.93 5.63
H: -5.47 -8.73 -2.28
H: -4.08 -6.50 -1.42
H: -6.21 4.27 -5.15
H: 6.25 1.23 2.36
H: -2.43 -3.72 -1.37
C: -1.74 -5.77 -2.55
H: -4.10 -4.28 -1.09
H: -0.26 4.57 5.79
H: -0.89 3.72 -2.79
H: 7.60 0.95 1.33
H: 6.96 2.63 1.52
H: -1.92 -3.01 -3.71
C: 2.49 -2.80 3.46
O: 4.49 -1.29 2.87
C: -1.30 2.85 4.88
C: 0.00 3.55 5.31
H: 6.25 -0.86 -0.01
C: -4.58 2.92 -4.85
H: 2.84 2.88 5.57
N: -3.14 -5.22 -2.74
C: -3.82 -2.85 -2.78
H: -5.17 -5.73 -2.64
H: 4.90 -0.49 1.13
C: -3.35 -4.00 -1.83
H: 4.98 0.42 -2.71
H: -0.22 3.53 7.74
H: 3.13 -1.92 -0.16
S: 3.98 0.04 5.94
C: -5.39 -8.34 -3.28
C: 0.60 1.30 5.41
H: 6.31 -0.75 -2.16
H: -1.72 5.06 -2.03
C: -5.83 3.49 -7.05
H: -4.01 -6.99 -4.48
C: -3.21 -4.65 -4.18
H: -5.22 5.26 -3.62
C: -4.22 -6.23 -2.44
H: -3.55 -1.90 -2.39
N: -1.36 0.12 -2.92
H: -1.48 0.61 5.16
H: 4.91 1.87 0.32
H: 4.04 5.85 7.54
C: -2.64 3.04 -1.59
H: 3.70 1.29 -1.26
F: 1.29 -2.84 3.93
H: -4.66 1.96 -2.11
F: 6.02 -0.44 7.40
H: -3.66 2.60 -5.29
O: 2.21 -0.40 2.57
N: 4.56 -0.61 -0.95

---

(2)
# C34H72FN3O2P3S

A 3-piece molecular cluster, C34H72FN3O2P3S overall in a non-equilibrium geometry (ωB97M-V/def2-TZVPD, the Open Molecules 2025 dataset).

* DFT total energy: -86399.3688 eV
* expectation value of S²: 2.009
* E_HOMO (spin up / spin down): -3.94 / -3.94 eV
* net charge: -1
* 2S+1: 3

CARTESIAN COORDINATES (ANGSTROEM)
N: 1.23 -2.11 -3.43
C: -7.96 -0.10 3.43
H: -2.21 -2.15 -3.64
C: -8.22 2.16 2.25
H: -6.35 5.59 5.54
H: 6.33 0.80 -1.93
C: -0.16 -1.79 -2.97
H: -1.59 -1.99 1.68
H: 7.19 -0.65 -1.39
H: -7.97 -0.75 2.48
H: 0.07 0.37 -2.51
H: -7.41 4.08 5.55
C: -2.93 -1.68 3.49
H: -0.84 -0.88 3.06
H: 5.52 -0.76 -1.87
H: -3.32 -2.78 3.43
C: -5.42 -0.01 5.96
C: 0.02 -3.60 -1.18
H: -0.11 1.28 4.65
C: -7.15 1.31 3.18
H: -4.09 5.60 1.99
C: -3.27 5.69 2.78
H: -4.46 4.25 5.93
H: -2.45 0.22 5.95
H: -5.99 0.42 1.42
H: -1.01 -2.34 -4.91
H: -1.46 -2.04 -1.23
H: 1.85 -5.19 -4.48
H: 2.12 -3.26 -0.94
H: -9.17 2.41 2.84
C: -6.49 4.57 5.03
C: -5.19 3.58 5.31
H: 6.82 -2.22 -5.91
H: -6.73 4.62 3.91
H: -6.02 -0.33 6.88
C: -5.85 1.19 2.29
H: -0.65 -4.31 -1.67
H: 0.38 -5.17 -3.52
H: -0.34 0.02 -4.20
C: -1.45 -1.81 2.80
C: -0.51 -0.29 -3.17
H: -9.03 0.24 3.74
H: -0.45 3.75 5.00
C: 7.07 -2.06 -3.77
O: 9.05 0.07 -3.01
H: 5.67 -0.39 -5.44
C: 5.65 -0.09 -4.39
H: -7.71 3.13 1.88
H: 5.53 1.00 -4.35
H: 3.58 -4.66 -3.14
H: -3.75 -0.91 1.52
H: -2.88 -1.47 4.61
H: 10.06 1.62 -5.39
H: 3.53 -3.38 -4.36
H: 0.16 -1.49 -0.83
H: 6.13 -2.59 -3.59
H: -3.36 3.11 0.98
H: -3.69 6.34 3.66
H: -0.08 -3.78 -0.10
H: -1.25 -3.60 -3.68
H: -2.32 6.23 2.43
H: 0.46 3.21 6.50
H: -7.54 -0.70 4.32
C: 6.47 -0.27 -2.11
C: -1.20 -2.52 -3.85
H: 4.73 -0.52 -3.98
C: 7.84 0.49 -6.45
C: -2.35 1.18 5.31
H: 9.17 -1.85 -6.51
C: -4.94 0.38 4.80
N: -2.50 1.02 3.86
H: -4.30 1.18 0.19
H: 7.31 -0.27 -7.01
C: 6.88 -0.54 -3.58
C: -2.90 4.25 3.49
H: 9.66 -2.01 -4.84
C: -0.77 1.59 5.56
S: -1.63 0.91 0.66
C: 1.46 -3.84 -1.60
C: 10.10 0.53 -5.51
H: -2.06 3.80 2.85
H: 10.86 0.14 -4.82
C: 1.74 -3.47 -3.08
H: -5.57 2.78 6.02
N: 8.09 0.25 -3.98
H: -1.41 3.56 6.62
H: -2.55 4.55 4.56
C: 1.10 -4.53 -4.03
H: 3.87 -3.01 -2.66
H: -1.56 -0.10 -2.93
H: -0.98 -2.77 3.27
H: 7.79 -3.49 -5.21
H: -1.83 1.67 3.42
H: 7.12 1.23 -6.08
C: 3.27 -3.63 -3.32
H: -2.93 1.99 5.85
P: -4.42 3.16 3.69
H: 10.47 0.33 -6.52
H: 1.72 -4.89 -1.43
C: -3.98 -0.80 2.66
H: 7.78 -2.45 -3.03
F: -5.26 -1.53 2.83
P: -4.14 1.06 3.16
C: 8.85 -1.64 -5.48
C: 7.58 -2.42 -5.16
O: 2.08 -1.19 -2.87
C: -0.57 3.13 5.97
H: -5.79 2.20 1.70
H: 0.61 -4.06 -4.89
H: -8.49 1.52 1.31
C: -0.40 -2.16 -1.49
H: -7.11 1.92 4.14
P: -3.34 1.69 1.16
C: 8.70 -0.11 -5.30
H: -0.34 0.96 6.44
H: 8.45 1.05 -7.17